(1)
Below is a 11-piece molecular cluster, C4H27NO12S overall at a distorted geometry, with properties calculated with ωB97M-V with the def2-TZVPD basis set.

Properties
Electronic energy = -1524.541618 a.u.
Spin multiplicity = 1
Energy above the lowest of the compared OMol25 structures with the same formula, charge and spin = 203.9 kJ/mol
Orbital gap = 6.1580 eV
Net charge = -2
M = 313.32 g/mol

```
45
C4H27NO12S ωB97M-V with the def2-TZVPD basis set
C 0.9782 -1.2303 0.4304
N 1.0701 -0.2618 1.5764
C 0.1340 0.8042 1.6226
O -1.0521 0.5709 1.1910
O 0.4043 1.7922 2.3247
C 2.2829 -1.4872 -0.3092
C 2.2654 -2.9266 -0.9361
S 1.2957 -2.9962 -2.4508
H 0.2396 -0.8770 -0.2945
H 0.5072 -2.1373 0.7648
H 2.0056 0.1273 1.5729
H 2.4293 -0.7491 -1.0840
H 3.1543 -1.5382 0.3586
H 1.9955 -3.5945 -0.1023
H 3.3317 -3.1750 -1.0970
H 1.2371 -0.1846 -2.8981
H 0.6289 1.1782 -3.4587
O 1.4183 0.7448 -3.1218
H 1.2694 4.0208 -1.1971
H -0.1394 4.3916 -0.6720
O 0.3684 4.1900 -1.4836
H 0.1927 4.0075 1.8281
H -1.1853 3.5816 1.2341
O -0.4539 4.1984 1.1397
H -1.3717 -1.8179 2.5899
H -1.7461 -0.6269 1.8738
O -2.1818 -1.5144 2.1656
H 3.3848 1.2883 -2.5937
H 3.9702 0.0083 -2.2762
O 4.2508 0.9266 -2.3338
H -2.3603 0.7593 -0.7183
H -3.3075 -0.6033 -0.7215
O -3.1706 0.3189 -1.0226
H -2.6239 -2.6106 -0.1224
H -3.3285 -1.9373 0.9692
O -3.4878 -2.1860 0.0073
H -2.9822 1.2196 -3.9069
H -3.5748 0.2639 -2.8981
O -3.7779 0.7087 -3.7513
H 2.7186 -2.0581 3.0731
H 1.2763 -1.9985 3.0750
O 1.9844 -2.5406 3.4620
H -2.5739 1.4446 1.9903
H -2.4649 0.9373 3.3394
O -3.0111 1.5686 2.8610
```


(2)
Below is C4H28BO22 as an isolated structure at a distorted geometry, with properties calculated with ωB97M-V with the def2-TZVPD basis set.

Properties
Electronic energy = -1849.636162 a.u.
Spin multiplicity = 1
Energy above the lowest of the compared OMol25 structures with the same formula, charge and spin = 290.3 kJ/mol
Orbital gap = 9.0222 eV
Net charge = -1
M = 439.06 g/mol

```
55
C4H28BO22 ωB97M-V with the def2-TZVPD basis set
O -2.0451 -2.9038 0.5231
C -1.5249 -1.9895 -0.0610
O -0.3553 -2.1639 -0.5508
B 0.3432 -0.8804 -0.3688
O -0.6602 -0.0051 0.2707
C -1.7266 -0.6317 0.2579
O -2.8635 -0.1776 0.2397
O 0.8427 -0.3382 -1.6460
C 2.1075 -0.2296 -1.5417
O 2.8093 0.4386 -2.3139
C 2.4629 -0.6040 -0.2234
O 1.5389 -0.9526 0.4747
O 3.6284 -0.5547 0.1534
O 3.9028 -1.4097 2.7892
H 3.8610 -1.0373 1.8883
H 3.0045 -1.4656 3.0415
O -0.0155 -2.1940 2.9632
H -0.5227 -2.8960 2.5950
H 0.3234 -2.4890 3.7848
O -4.8160 -3.2987 0.4749
H -3.8741 -3.4480 0.5045
H -4.9187 -2.9929 -0.4611
O -2.9805 -4.2029 3.0368
H -3.1961 -4.6975 2.2766
H -3.5062 -3.3905 3.0558
O -4.1346 0.0892 -2.1257
H -3.8180 -0.0487 -1.2504
H -3.5737 0.7625 -2.4458
O 1.4264 -0.1316 3.2284
H 1.0707 -0.8109 2.6496
H 1.3657 0.6989 2.6396
O -0.2776 0.1798 -4.1516
H 0.3905 0.3361 -3.4785
H 0.0238 0.6629 -4.9006
O 2.7683 2.9423 -3.3119
H 1.8175 3.0646 -3.5308
H 2.7506 2.1480 -2.8175
O -0.2653 3.1885 -0.6661
H -0.3096 2.3140 -0.2622
H 0.6596 3.4096 -0.8852
O 4.2946 1.9846 0.4287
H 4.7871 2.1744 -0.3481
H 4.0223 1.0425 0.3658
O -1.8727 1.5908 -2.3488
H -1.3600 2.2129 -1.8429
H -1.2301 1.0869 -2.8425
O -3.8177 1.0285 2.5493
H -4.7504 1.2565 2.6438
H -3.7776 0.5727 1.7377
O -1.0765 2.1971 2.4381
H -1.3449 1.3821 2.7981
H -1.7057 2.4668 1.7931
O 5.5804 2.1721 -2.0357
H 5.4377 2.9619 -2.5955
H 5.1002 1.5794 -2.5958
```


(3)
Below is a 10-piece molecular cluster, C4H28NO10 overall at a distorted geometry, with properties calculated with ωB97M-V with the def2-TZVPD basis set.

Properties
Electronic energy = -976.394415 a.u.
Spin multiplicity = 1
Energy above the lowest of the compared OMol25 structures with the same formula, charge and spin = 101.5 kJ/mol
Orbital gap = 8.2932 eV
Net charge = -1
M = 250.27 g/mol

```
43
C4H28NO10 ωB97M-V with the def2-TZVPD basis set
C -1.9867 2.0054 2.3115
N -0.8659 1.2705 1.7634
C -0.5001 2.9591 -0.0420
C -0.5167 1.4803 0.3489
C -1.4887 0.7525 -0.6224
O -1.9195 -0.5310 -0.1584
H -2.8663 2.0522 1.5364
H -2.2708 1.6311 3.3561
H -1.7001 3.0754 2.4418
H -0.9463 0.2446 1.9503
H 0.4646 3.2178 -0.3646
H -0.5615 3.4780 0.9201
H -1.2387 3.3926 -0.7141
H 0.5166 0.9751 0.3764
H -1.0427 0.7280 -1.6496
H -2.4489 1.1701 -0.9789
H 2.6981 -0.5468 0.9510
H 2.3872 -1.1554 2.2071
O 2.7669 -0.3056 1.9710
H -0.6609 -3.2834 -2.2965
H -1.9206 -3.3896 -1.3799
O -1.0396 -3.7674 -1.5454
H 0.9463 1.6312 2.7369
H 2.3684 1.2308 3.1309
O 1.6542 1.7919 3.3891
H 0.8547 -1.3743 -2.5410
H 0.3905 -2.0518 -3.9090
O 0.1608 -1.8448 -3.0077
H 1.0375 -1.5549 0.1982
H 2.8480 -2.1639 -0.4994
O 2.4141 -1.3106 -0.3908
H -0.0490 -2.5442 -0.1319
H -1.1279 -1.1349 -0.0786
O 0.1641 -1.9322 0.5948
H 2.4834 -0.6855 -1.7013
H 3.4104 -0.0661 -2.7848
O 2.4822 -0.2763 -2.6819
H -3.4680 -1.5421 2.1975
H -2.9124 -0.3276 1.1863
O -3.5859 -0.6981 1.7814
H 1.2455 0.9479 -2.4500
H 1.3486 1.9441 -3.5503
O 0.9081 1.8622 -2.7049
```


(4)
Below is a 11-piece molecular cluster, C4H28O11S2 overall at a distorted geometry, with properties calculated with ωB97M-V with the def2-TZVPD basis set.

Properties
SMILES = CSSCCC=O.O.O.O.O.O.O.O.O.O.O
Electronic energy = -1793.143323 a.u.
Spin multiplicity = 1
Energy above the lowest of the compared OMol25 structures with the same formula, charge and spin = 52.8 kJ/mol
Orbital gap = 8.4638 eV
M = 316.39 g/mol

```
45
C4H28O11S2 ωB97M-V with the def2-TZVPD basis set
C -1.3049 1.1692 3.3228
S -0.1594 2.5493 2.7928
S 1.7356 1.9592 2.6199
C 1.9268 0.7947 1.1474
C 3.2496 0.1883 1.0292
C 3.2100 -0.8836 -0.0085
O 2.1670 -1.2329 -0.5082
H -2.0821 1.9499 3.4752
H -1.1531 0.7809 4.4083
H -1.6233 0.3532 2.7053
H 1.0492 0.1504 1.2523
H 1.6467 1.4117 0.2435
H 3.6647 -0.3787 1.8997
H 4.1219 0.9037 0.9134
H 4.1575 -1.4036 -0.1931
O -0.6378 -1.6888 -0.4454
H 0.2963 -1.4425 -0.4116
H -0.6723 -2.2843 0.3770
O -1.7333 1.5597 -3.4787
H -1.2064 0.9108 -3.9391
H -2.6792 1.4155 -3.5487
O 0.1693 -3.6102 1.1423
H -0.7223 -3.9295 1.3262
H 0.4272 -3.1360 1.9631
O -1.2704 4.0605 -1.8977
H -0.4903 3.7305 -2.3711
H -1.8586 3.3322 -2.1414
O -0.6857 -1.9498 3.4434
H -1.4753 -2.4091 3.7438
H 0.0105 -2.0343 4.1014
O 0.8259 0.5235 -4.7994
H 1.5622 -0.0906 -4.8354
H 0.9608 0.9902 -3.9668
O 2.5208 -0.5918 -2.9547
H 1.8063 -0.9809 -2.4433
H 3.1895 -1.2362 -3.1873
O -2.6076 -3.6659 0.6375
H -2.0071 -4.0714 -0.0011
H -2.8357 -2.8745 0.1037
O -3.5708 0.3431 -2.6210
H -2.7185 0.3163 -2.1635
H -4.1637 0.0567 -1.9217
O -2.7459 -2.0175 -2.0126
H -1.9085 -1.8229 -1.5567
H -2.7117 -2.3419 -2.9230
```


(5)
Below is C4H2AuLiO2 as an isolated structure at a distorted geometry, with properties calculated with ωB97M-V with the def2-TZVPD basis set.

Properties
Electronic energy = -446.776692 a.u.
Spin multiplicity = 4
Orbital gap (spin up / spin down) = 6.3785 / 8.0464 eV
Net charge = +1
M = 285.97 g/mol

```
10
C4H2AuLiO2 ωB97M-V with the def2-TZVPD basis set
H 0.7726 -2.3233 2.0339
O -0.5430 -0.7715 2.2434
C 0.2414 -1.4842 1.5509
C 0.4827 -1.1880 0.2024
C 0.2638 -0.5608 -0.9069
Li -1.0177 0.6203 0.9287
O -0.4400 1.7667 -2.0165
C 0.1351 1.6325 -0.8754
Au -0.8392 -0.0781 -2.4690
H 0.9443 2.3864 -0.6915
```


(6)
Below is C4H2BaFLiO4 as an isolated structure at a distorted geometry, with properties calculated with ωB97M-V with the def2-TZVPD basis set.

Properties
Electronic energy = -586.876829 a.u.
Spin multiplicity = 1
Energy above the lowest of the compared OMol25 structures with the same formula, charge and spin = 0.0 kJ/mol
Orbital gap = 7.9892 eV
Net charge = +2
M = 277.32 g/mol

```
13
C4H2BaFLiO4 ωB97M-V with the def2-TZVPD basis set
O -5.8012 0.7429 1.1844
C -6.9123 0.6839 1.5101
O -8.0109 0.6337 1.8754
O 3.2206 -0.6578 -1.4421
C 3.6931 0.1613 -0.5607
C 1.7586 -0.6994 -1.4111
O 2.6842 0.7796 0.0359
C 1.4367 0.0373 -0.1318
Li 4.4989 -0.5014 1.5031
H 1.4372 -1.7454 -1.4055
H 1.3971 -0.1713 -2.2997
F 1.4542 -0.8864 0.9410
Ba -0.8562 1.6229 0.2009
```


(7)
Below is C4H2BiO2 as an isolated structure at a distorted geometry, with properties calculated with ωB97M-V with the def2-TZVPD basis set.

Properties
Electronic energy = -517.654709 a.u.
Spin multiplicity = 2
Energy above the lowest of the compared OMol25 structures with the same formula, charge and spin = 422.6 kJ/mol
Orbital gap (spin up / spin down) = 3.9609 / 5.0169 eV
Net charge = +2
M = 291.04 g/mol

```
9
C4H2BiO2 ωB97M-V with the def2-TZVPD basis set
H -0.0574 -0.9832 -2.7651
C -0.0715 -0.4412 -1.8264
C 0.5115 -0.3648 -0.6217
O -0.9210 0.6167 -1.5846
O -0.3039 0.7732 -0.2966
Bi -1.6341 1.1518 1.4822
C 1.9895 -1.7026 0.9283
C 1.5522 -0.8320 0.2040
H 2.3607 -2.4986 1.5517
```


(8)
Below is a 2-piece molecular cluster, C4H2BrP overall at a distorted geometry, with properties calculated with ωB97M-V with the def2-TZVPD basis set.

Properties
Electronic energy = -3068.769749 a.u.
Spin multiplicity = 1
Energy above the lowest of the compared OMol25 structures with the same formula, charge and spin = 213.8 kJ/mol
Orbital gap (spin up / spin down) = 8.3581 / 5.0247 eV
M = 160.94 g/mol

```
8
C4H2BrP ωB97M-V with the def2-TZVPD basis set
C 2.1754 -0.5197 -0.2178
C -2.1490 -0.6254 -0.6530
C 1.1456 -0.3006 0.4086
C -1.3091 -0.5135 0.2444
P -0.1652 -0.4055 1.5288
Br 0.2713 3.3465 0.9448
H 2.9406 -0.6161 -0.9286
H -2.9095 -0.3657 -1.3274
```


(9)
Below is C4H2Cl2 as an isolated structure at a distorted geometry, with properties calculated with ωB97M-V with the def2-TZVPD basis set.

Properties
Electronic energy = -1073.679769 a.u.
Spin multiplicity = 1
Energy above the lowest of the compared OMol25 structures with the same formula, charge and spin = 611.5 kJ/mol
Orbital gap (spin up / spin down) = 6.5598 / 6.1612 eV
M = 120.97 g/mol

```
8
C4H2Cl2 ωB97M-V with the def2-TZVPD basis set
C 1.6233 0.9043 -0.5992
C 1.2824 -0.1632 -0.0770
C 0.7151 -1.1678 0.4996
C -1.5061 -0.0318 0.5684
Cl -2.5018 -0.9069 -0.3070
Cl -1.4553 1.5768 0.0990
H 1.5105 1.8847 -0.9958
H 0.3318 -2.0961 0.8119
```


(10)
Below is C4H2Cl2OS as an isolated structure at a distorted geometry, with properties calculated with ωB97M-V with the def2-TZVPD basis set.

Properties
Electronic energy = -1547.308843 a.u.
Spin multiplicity = 1
Energy above the lowest of the compared OMol25 structures with the same formula, charge and spin = 253.9 kJ/mol
Orbital gap = 6.8107 eV
M = 169.03 g/mol

```
10
C4H2Cl2OS ωB97M-V with the def2-TZVPD basis set
C -0.5688 1.2790 0.3036
C -0.0237 0.0232 -0.0130
C -0.4305 -1.1850 0.7285
C 1.0837 -0.2276 -0.8755
H -1.5083 -1.0580 1.1603
H 1.2150 -1.4326 -1.0405
O 0.5302 -2.0325 0.9223
S 2.0493 0.4310 -1.9221
Cl -0.3828 2.7199 -0.4745
Cl -1.9640 1.4825 1.2110
```


(11)
Below is a 2-piece molecular cluster, C4H2Cl6O overall at a distorted geometry, with properties calculated with ωB97M-V with the def2-TZVPD basis set.

Properties
Electronic energy = -2989.808325 a.u.
Spin multiplicity = 1
Energy above the lowest of the compared OMol25 structures with the same formula, charge and spin = 478.4 kJ/mol
Orbital gap (spin up / spin down) = 7.6287 / 7.8381 eV
M = 278.78 g/mol

```
13
C4H2Cl6O ωB97M-V with the def2-TZVPD basis set
C 1.8323 0.1576 0.2792
C 0.4927 -0.3581 0.3212
C -1.4546 1.6880 -0.1612
C -0.2168 -1.4147 -0.2088
O 1.2005 -0.2624 1.4892
Cl -2.0239 1.5964 1.4425
Cl -0.7426 3.0714 -0.7394
Cl -2.6634 0.8924 -1.1565
Cl 0.8743 -3.0292 0.1667
Cl -1.6912 -1.6970 0.5044
Cl -0.1316 -1.2201 -1.9749
H 2.6469 -0.6210 -0.0415
H 1.8773 1.1967 0.0792
```


(12)
Below is an isolated molecule of C4H2ClIO2 at a distorted geometry, with properties calculated with ωB97M-V with the def2-TZVPD basis set.

Properties
Electronic energy = -1061.714077 a.u.
Spin multiplicity = 3
Orbital gap (spin up / spin down) = 6.2545 / 7.2704 eV
M = 244.42 g/mol

```
10
C4H2ClIO2 ωB97M-V with the def2-TZVPD basis set
C 0.2997 -0.2737 -0.7584
C -0.8764 -2.2307 0.6172
C -0.3530 1.0823 -0.6666
C 0.9666 0.8441 0.0213
O -0.3650 -1.2204 0.3650
O -1.2943 -3.2521 0.8831
Cl -0.4916 2.0913 -2.0891
I 1.3148 0.6585 2.1117
H -1.2177 1.1297 -0.0021
H 2.0168 1.1710 -0.4822
```


Q: Which value of spin multiplicity does entry 11 give?
A: 1